# 1
An isolated molecule of C5H9NO. Source: the Open Molecules 2025 dataset; level of theory: ωB97M-V/def2-TZVPD.

The geometry in XYZ format:
```
16
Properties=species:S:1:pos:R:3:forces:R:3
C 1.9709 0.1774 -0.1887 -0.01 0.00 -0.04
C 0.6904 -0.0113 0.6360 -0.22 -0.11 0.12
C -0.4654 -0.5991 -0.1336 0.82 0.52 0.03
O -0.3180 -1.9035 -0.4201 0.21 -0.93 -0.11
C -1.8878 -0.2182 -0.1340 -0.78 0.49 0.77
C -2.0683 1.2029 0.4706 1.48 0.16 -1.18
N -1.2837 2.0516 0.0164 -0.60 -0.34 0.18
H 1.8162 0.9387 -0.9595 0.06 -0.11 0.07
H 2.7954 0.5005 0.4560 -0.14 -0.05 -0.11
H 2.2789 -0.7496 -0.6870 -0.05 0.15 0.05
H 0.4122 0.9336 1.1030 0.06 -0.21 -0.04
H 0.9023 -0.7250 1.4535 0.02 0.12 0.00
H -0.6105 1.6679 -0.7218 -0.59 0.47 0.62
H 0.5281 -2.2322 -0.0793 -0.17 0.06 -0.11
H -2.4677 -1.0354 0.3089 -0.10 0.14 -0.07
H -2.2931 0.0016 -1.1205 0.00 -0.35 -0.18
```
Positions in Å, forces in eV/Å.

electronic energy: -325.7517 hartree
frontier orbital gap (spin up / spin down): 6.69 / 8.73 eV
E_HOMO (spin up / spin down): -7.16 / -8.36 eV

---

# 2
An isolated molecule of C5H9NO. Source: the Open Molecules 2025 dataset; level of theory: ωB97M-V/def2-TZVPD.

The geometry in XYZ format:
```
16
Properties=species:S:1:pos:R:3:forces:R:3
N 1.8776 0.4746 1.2718 0.20 0.08 -0.28
C 1.3160 0.3153 0.1532 0.11 -0.23 0.32
C 0.9282 -1.0376 -0.3840 0.05 0.04 -0.02
C -0.5346 -1.2249 0.1026 -0.17 0.04 0.02
C -1.1919 0.1616 0.2993 -0.31 0.02 0.05
C -0.6381 1.2019 -0.6647 -0.22 -0.03 -0.12
O 0.7902 1.3684 -0.5509 -0.24 -0.02 0.27
H 1.8323 1.4696 1.5094 0.21 -0.12 -0.02
H 0.9745 -1.0645 -1.4797 0.04 0.17 0.23
H 1.5988 -1.8060 0.0079 -0.17 0.14 -0.01
H -0.5141 -1.7733 1.0508 -0.12 0.16 -0.16
H -1.1181 -1.8197 -0.6082 0.19 0.05 0.04
H -2.2701 0.1676 0.0857 0.17 -0.33 0.24
H -1.0698 0.4954 1.3413 0.04 -0.03 -0.35
H -1.1042 2.1679 -0.4419 0.21 -0.07 -0.25
H -0.8767 0.9036 -1.6926 0.02 0.14 0.04
```
Positions in Å, forces in eV/Å.

electronic energy: -325.8921 hartree
frontier orbital gap: 10.89 eV
E_HOMO: -9.94 eV
SMILES: [H]/N=C1/CCCCO1

---

# 3
An isolated molecule of C5H9NO. Source: the Open Molecules 2025 dataset; level of theory: ωB97M-V/def2-TZVPD.

The geometry in XYZ format:
```
16
Properties=species:S:1:pos:R:3:forces:R:3
C 0.1130 -1.7854 1.1580 0.19 -0.27 0.27
O -0.7939 -0.9835 0.4379 -0.25 -0.02 0.26
C -0.2518 0.2149 0.0056 -0.05 0.14 0.29
C -0.7922 0.6388 -1.3600 -0.72 0.19 0.15
C -0.0322 1.3174 0.9924 -0.07 0.04 0.31
C 0.5977 0.1578 -1.1467 -0.26 0.13 -0.70
N 1.6012 -0.1263 -1.8572 -0.70 0.14 0.59
H 0.9963 -2.0453 0.5578 -0.16 0.09 0.04
H 0.4394 -1.2904 2.0811 -0.01 -0.11 -0.07
H -0.4345 -2.6924 1.4119 0.14 0.01 0.05
H -1.5136 -0.0441 -1.8078 0.28 -0.06 0.06
H 1.1021 0.1853 -2.6788 1.36 -0.17 -1.74
H -1.0719 1.6851 -1.4846 0.36 -0.13 0.04
H 0.3534 2.2171 0.4972 -0.09 -0.26 0.09
H 0.6865 1.0123 1.7533 -0.06 0.12 0.10
H -0.9996 1.5387 1.4399 0.05 0.17 0.25
```
Positions in Å, forces in eV/Å.

electronic energy: -325.8067 hartree
frontier orbital gap: 10.35 eV
E_HOMO: -9.37 eV
SMILES: [H]/N=C1\C[C@@]1(C)OC

---

> Among the records above, which one has the highest electronic energy?

number 1

---

> What is the formula in the first record?

C5H9NO

---

> Look up the electronic energy of the first one.

-325.7517 hartree